Entry 1:
19
Properties=species:S:1:pos:R:3:forces:R:3:lowdin_charge:R:1 method="wB97M-V/def2-TZVPD" e_tot_ev=-9490.299 max_force_ev_per_a=6.34 gap_ev=9.80 homo_energy_ev=-8.86 spin_multiplicity=1 molar_mass_g_mol=118.179
C -1.34971 2.27994 0.05027 -0.79 1.13 0.81 0.144
C -0.51556 1.59844 -0.41980 1.40 -2.44 -1.41 -0.123
C 0.32599 0.65552 -1.09861 1.07 -0.32 0.64 -0.281
C 1.59998 1.31562 -1.63931 0.58 0.61 1.59 -0.061
C 0.05043 -0.68178 -1.13886 3.57 4.58 -2.54 -0.074
C -1.10596 -1.19365 -0.59557 -0.66 -0.83 -0.12 -0.146
C -1.12509 -1.66438 0.60254 -1.28 -0.85 1.76 -0.125
C -0.07682 -1.72220 1.59671 0.83 -4.60 -0.59 -0.211
C 0.32248 -0.70692 2.26150 1.98 2.80 3.53 -0.016
H -1.92232 2.95176 0.57377 -1.12 1.01 0.69 0.012
H 1.32891 1.95427 -2.45773 0.06 0.10 -0.83 0.062
H 2.41326 0.60783 -1.87491 -0.57 0.25 -0.16 0.077
H 2.04462 2.08555 -0.88652 -0.86 -1.53 -0.91 0.111
H 0.71379 -1.11536 -1.87440 0.05 -1.10 0.26 0.123
H -1.95598 -1.12962 -1.19167 -1.70 -0.17 -0.80 0.109
H -2.07355 -1.98052 0.97567 -0.69 -0.46 0.27 0.107
H 0.35544 -2.80091 1.83962 -0.99 2.28 -0.40 0.148
H -0.03454 0.30821 2.10427 -0.18 -0.20 -0.29 0.059
H 1.00464 -0.76179 3.17303 -0.70 -0.24 -1.51 0.084

---

Entry 2:
16
Properties=species:S:1:pos:R:3:forces:R:3:lowdin_charge:R:1 method="wB97M-V/def2-TZVPD" e_tot_ev=-16626.738 smiles=CS[C@H]1C[C@@H]1[NH3+] max_force_ev_per_a=3.07 gap_ev=8.56 homo_energy_ev=-12.36 charge=+1 spin_multiplicity=1 molar_mass_g_mol=104.198
C -1.25340 -2.53882 1.00415 1.30 0.28 -2.31 -0.315
S -0.19843 -1.90800 -0.35936 0.04 0.70 0.11 0.854
C -0.35639 -0.14255 0.00524 -0.35 1.19 -2.64 -0.507
C 0.65582 0.59306 0.80650 -0.10 0.93 0.88 -0.138
C 0.87677 0.69287 -0.66227 -0.60 -1.35 0.24 -0.231
N 0.58675 2.00310 -1.32566 2.85 0.38 -1.10 0.231
H -0.91476 -3.53949 1.08139 0.03 -0.94 0.68 0.030
H -2.24844 -2.46280 0.67681 -1.36 0.02 0.04 0.027
H -0.96259 -1.88453 1.75562 -0.01 0.52 2.04 0.011
H -1.40920 0.25586 -0.21917 1.74 -0.25 0.51 0.137
H 1.28222 -0.09363 1.31913 0.92 -0.32 0.27 0.106
H 0.53503 1.51867 1.41092 -0.59 -0.69 -0.54 0.139
H 1.77454 0.23081 -1.08900 -0.76 -0.04 0.01 0.153
H 0.78849 2.74453 -0.71530 0.60 1.36 1.82 0.140
H -0.33893 2.19330 -1.53332 -2.74 -0.24 -1.00 0.135
H 1.18251 2.33760 -2.15568 -0.96 -1.56 0.97 0.227

---

Entry 3:
51
Properties=species:S:1:pos:R:3:forces:R:3:lowdin_charge:R:1 method="wB97M-V/def2-TZVPD" e_tot_ev=-52043.665 smiles="CC1CCN(CCCNC(=O)c2cc3c(Cl)nc4ccccc4c3s2)CC1" max_force_ev_per_a=0.88 gap_ev=8.07 homo_energy_ev=-8.39 spin_multiplicity=1 molar_mass_g_mol=401.963
C -6.43001 -1.87914 1.86916 0.11 0.10 -0.29 -0.077
C -5.49222 -1.15469 0.90930 0.04 -0.01 0.38 -0.400
C -5.44913 0.34507 1.19997 -0.02 -0.04 -0.42 -0.158
C -4.46766 1.04134 0.26039 -0.11 0.06 0.27 -0.201
N -3.14827 0.47131 0.43691 -0.06 -0.05 0.02 -0.182
C -2.06676 1.25359 -0.11365 0.07 0.04 -0.28 -0.195
C -2.03623 1.39623 -1.64670 0.16 0.12 0.35 -0.162
C -0.89398 2.30348 -2.09995 -0.38 0.06 -0.13 -0.180
N 0.39587 1.76872 -1.73561 -0.04 -0.25 -0.16 0.045
C 1.21565 2.38721 -0.85656 0.00 0.08 -0.08 -0.518
O 0.97962 3.47364 -0.36548 0.00 0.13 0.13 0.074
C 2.46108 1.65828 -0.53603 0.65 -0.25 0.28 -0.392
C 3.46127 2.13835 0.25207 -0.52 0.05 -0.27 -0.038
C 4.53655 1.22817 0.39101 -0.02 -0.70 -0.35 -0.245
C 5.75730 1.33593 1.10770 0.32 -0.68 -0.16 -0.678
Cl 6.07404 2.77471 1.98820 0.00 0.42 0.21 0.730
N 6.65844 0.41228 1.14089 0.00 0.78 0.39 0.103
C 6.46248 -0.74537 0.46368 -0.59 -0.40 -0.51 -0.216
C 7.46119 -1.73106 0.51802 0.00 -0.20 -0.10 -0.008
C 7.30123 -2.91564 -0.15360 0.16 0.13 0.15 -0.074
C 6.14407 -3.16257 -0.90224 -0.26 0.02 -0.13 -0.077
C 5.15100 -2.22067 -0.97541 0.07 -0.08 0.00 -0.040
C 5.28758 -0.99934 -0.29875 0.51 -0.06 0.25 -0.162
C 4.32868 0.03595 -0.31012 -0.29 0.53 0.09 -0.390
S 2.80820 0.05167 -1.13421 0.32 0.25 0.31 1.122
C -3.13761 -0.92984 0.07255 0.04 -0.16 0.26 -0.202
C -4.06877 -1.70277 1.00368 -0.07 0.05 -0.41 -0.159
H -7.44027 -1.48446 1.78731 -0.14 0.01 0.04 0.075
H -6.09398 -1.75118 2.89577 0.03 0.00 0.15 0.079
H -6.45752 -2.94369 1.64725 -0.04 -0.14 0.03 0.075
H -5.85595 -1.30175 -0.11509 0.03 0.02 -0.02 0.140
H -6.44186 0.78357 1.08260 -0.07 0.02 0.04 0.115
H -5.12163 0.50193 2.22870 -0.01 0.04 0.09 0.123
H -4.41802 2.10676 0.49739 -0.01 0.02 -0.07 0.123
H -4.83126 0.93476 -0.77862 0.01 0.06 0.02 0.121
H -1.13106 0.79456 0.22109 0.00 0.10 0.01 0.119
H -2.12150 2.25148 0.33082 0.09 0.01 0.00 0.127
H -2.97588 1.82793 -1.99348 -0.05 -0.04 -0.09 0.109
H -1.92215 0.41162 -2.10686 -0.08 -0.04 -0.08 0.107
H -0.93352 2.43882 -3.18682 0.00 0.09 0.13 0.122
H -0.96835 3.28082 -1.61744 0.00 -0.07 -0.14 0.122
H 0.63002 0.84997 -2.07917 0.02 0.11 0.03 0.098
H 3.42316 3.10911 0.71107 -0.07 0.18 0.05 0.120
H 8.34477 -1.52273 1.09949 0.10 0.03 0.07 0.114
H 8.07247 -3.66987 -0.10830 0.07 -0.05 0.02 0.104
H 6.03729 -4.10196 -1.42337 -0.03 -0.07 -0.05 0.104
H 4.25231 -2.39744 -1.54932 -0.05 -0.11 -0.08 0.100
H -2.11615 -1.30610 0.17386 0.01 0.00 -0.08 0.122
H -3.46339 -1.09041 -0.97224 0.07 -0.01 0.01 0.122
H -3.70990 -1.59395 2.02818 0.04 -0.04 0.08 0.122
H -4.05125 -2.76259 0.74197 -0.01 -0.07 0.03 0.115

---

Entry 4:
17
Properties=species:S:1:pos:R:3:forces:R:3:lowdin_charge:R:1 method="wB97M-V/def2-TZVPD" e_tot_ev=-8427.619 max_force_ev_per_a=5.50 gap_ev=9.10 homo_energy_ev=-8.33 spin_multiplicity=1 molar_mass_g_mol=98.145
O -1.36412 2.44366 1.32932 -0.92 1.12 -1.48 0.067
C -1.58168 2.50249 0.15736 2.82 -4.65 -0.81 -0.103
C -0.77917 1.13602 -0.93193 -0.06 0.57 1.45 -0.138
C -0.63383 -0.07132 -0.03596 0.23 -0.24 0.16 -0.251
C 0.42249 -1.06577 -0.47646 -0.06 -0.08 -0.09 -0.326
C 1.85949 -0.84224 -0.09782 0.14 0.09 -0.02 -0.132
C 1.07776 -1.96510 0.53595 -0.04 -0.12 0.08 -0.131
H -1.88906 2.66990 -0.83656 -1.88 2.83 0.10 0.081
H -1.30059 0.90993 -1.89354 -0.04 0.47 0.74 0.094
H 0.18908 1.60135 -1.17975 -0.14 -0.16 0.09 0.089
H -1.60277 -0.58636 0.06162 0.19 0.12 -0.03 0.119
H -0.37126 0.28515 0.97494 -0.06 -0.12 -0.21 0.107
H 0.25472 -1.49920 -1.46321 0.05 0.05 0.19 0.134
H 2.63650 -1.09798 -0.81502 -0.18 0.04 0.14 0.094
H 2.08857 0.02688 0.51792 -0.08 -0.18 -0.11 0.102
H 1.31600 -2.98877 0.25313 -0.03 0.25 0.03 0.094
H 0.78129 -1.84974 1.57761 0.05 0.01 -0.23 0.100

---

Entry 5:
5
Properties=species:S:1:pos:R:3:forces:R:3:lowdin_charge:R:1 method="wB97M-V/def2-TZVPD" e_tot_ev=-16088.223 max_force_ev_per_a=3.68 gap_ev="10.23 / 6.90" homo_energy_ev="-10.75 / -9.50" spin_multiplicity=1 molar_mass_g_mol=67.475
N -0.47792 -0.25665 0.24778 -1.34 -3.40 -0.45 -0.038
O -0.23333 0.63087 -0.53040 1.35 2.66 -1.48 -0.179
Cl 2.27471 0.93488 -0.86756 -0.52 -0.10 0.05 -0.004
H -0.60236 -0.22610 1.20141 0.48 1.63 3.08 0.097
H -0.96110 -1.08301 -0.05124 0.03 -0.79 -1.20 0.124

---

Entry 6:
98
Properties=species:S:1:pos:R:3:forces:R:3:lowdin_spin:R:1 method="wB97M-V/def2-TZVPD" s2=2.039 e_tot_ev=-166448.392 max_force_ev_per_a=0.69 gap_ev="6.61 / 6.18" homo_energy_ev="-19.11 / -19.10" charge=+4 spin_multiplicity=3 molar_mass_g_mol=1100.514
W 0.74416 0.28160 -0.10480 0.02 -0.47 0.48 1.853
F 0.53254 -2.84803 -6.72422 0.04 -0.10 -0.09 0.000
C 0.28778 -2.03681 -5.74020 -0.03 0.19 0.29 -0.001
C -0.56587 -0.94956 -5.92117 0.12 -0.07 0.22 0.002
F -1.11510 -0.73471 -7.08320 -0.06 0.02 -0.09 0.001
C -0.81736 -0.08708 -4.85402 0.09 -0.11 0.07 0.000
F -1.59332 0.96396 -5.04952 -0.04 0.04 -0.05 0.000
C -0.24640 -0.29567 -3.60061 0.00 -0.05 -0.20 -0.003
P -0.47321 0.86709 -2.26255 -0.19 0.05 0.45 0.002
C -2.18617 1.34832 -2.12015 -0.17 0.11 -0.12 0.008
C -3.17115 0.36552 -2.29161 0.11 -0.03 0.08 0.002
C -4.50932 0.69418 -2.15850 0.05 0.01 -0.02 0.000
C -4.87655 2.00219 -1.86859 -0.03 0.07 0.01 0.001
C -3.90732 2.98666 -1.71449 -0.03 -0.05 -0.02 0.001
C -2.56540 2.66720 -1.83879 0.07 0.02 -0.02 0.000
C 0.65199 2.23969 -2.50278 0.14 0.13 -0.29 0.007
C 1.88422 2.12727 -1.83693 0.27 -0.39 0.25 0.011
C 2.84795 3.12152 -1.90696 -0.22 0.13 0.00 0.002
C 2.56749 4.25977 -2.65875 0.10 -0.02 0.08 0.001
C 1.34891 4.39508 -3.31206 -0.02 0.03 -0.02 0.003
C 0.38911 3.39429 -3.24228 -0.05 -0.13 0.08 0.000
C 0.61475 -1.37555 -3.46099 0.03 -0.12 -0.28 -0.003
Br 1.52171 -1.66667 -1.81494 -0.07 0.08 -0.17 0.020
C 0.89513 -2.24829 -4.49249 -0.22 0.23 -0.11 0.002
F 1.71650 -3.26253 -4.32310 0.06 -0.06 0.03 0.000
H -2.89899 -0.65039 -2.54566 -0.01 -0.02 -0.01 0.000
H -5.27016 -0.06057 -2.30468 0.02 -0.02 -0.02 0.000
H -5.92412 2.26301 -1.79138 0.00 0.00 0.01 0.000
H -4.19958 4.01166 -1.52911 0.01 0.01 0.00 0.000
H -1.84118 3.46811 -1.77446 0.06 -0.02 0.06 0.000
H 2.22288 1.19455 -1.29996 -0.07 0.33 -0.60 0.009
H 3.79732 3.01826 -1.40028 0.05 -0.02 -0.02 0.000
H 3.30510 5.04634 -2.74252 0.03 0.01 0.03 0.000
H 1.14626 5.29135 -3.88234 -0.01 0.01 -0.04 0.000
H -0.55507 3.51681 -3.75722 -0.01 -0.03 -0.03 0.000
C 0.62379 -3.72715 2.20237 0.10 0.12 0.02 0.001
N 0.67259 -2.33575 1.67539 0.08 -0.12 -0.12 -0.005
P 1.99304 -1.46625 1.15128 -0.12 0.19 -0.18 -0.020
C 3.46411 -2.39560 0.83539 0.19 -0.10 0.29 -0.004
C 3.87371 -3.27699 1.85468 -0.07 0.03 -0.07 -0.002
C 5.09179 -3.92338 1.75866 -0.01 0.01 -0.03 0.000
C 5.91841 -3.68689 0.66759 0.03 0.02 -0.03 0.001
C 5.54336 -2.78006 -0.31672 0.00 -0.04 0.04 0.000
C 4.32705 -2.12582 -0.23425 0.01 0.09 -0.06 0.000
C 2.30525 -0.01821 2.14247 -0.01 0.01 0.35 -0.010
C 1.99252 0.07768 3.51201 0.01 0.06 -0.16 0.007
C 2.36698 1.20308 4.21595 -0.05 -0.02 -0.07 0.004
C 2.99198 2.26753 3.55809 0.02 0.07 0.04 -0.004
C 3.28398 2.20043 2.20497 0.03 0.02 0.05 0.017
C 2.97444 1.04367 1.49877 -0.09 -0.08 -0.10 0.004
P -0.68396 -1.49973 1.04944 -0.01 0.32 -0.30 0.018
C -1.75170 -2.59631 0.12930 -0.19 -0.14 0.31 0.002
C -1.79718 -2.70194 -1.25640 0.16 -0.01 -0.22 0.002
C -2.65071 -3.60313 -1.86813 -0.07 -0.06 0.05 0.000
C -3.46996 -4.41875 -1.09607 0.02 0.02 0.00 0.000
C -3.45183 -4.31075 0.28896 0.00 0.00 -0.04 0.000
C -2.61210 -3.39658 0.90023 -0.02 -0.05 0.05 -0.001
C -1.69123 -0.90837 2.39511 -0.17 -0.19 0.18 0.005
C -2.84012 -0.18090 2.06310 0.07 0.03 -0.06 0.000
C -3.68034 0.26836 3.06607 0.03 0.00 -0.02 0.000
C -3.39203 -0.02109 4.39687 -0.06 0.03 0.01 0.000
C -2.26794 -0.76417 4.72751 0.01 -0.03 0.02 0.001
C -1.41465 -1.21270 3.72827 0.05 0.05 -0.05 0.000
H 0.85111 -3.74527 3.26699 0.00 -0.03 -0.02 0.000
H 1.32203 -4.35362 1.65168 -0.01 -0.02 0.03 0.000
H -0.37923 -4.11274 2.03804 0.02 -0.02 0.03 0.000
H 3.26594 -3.44977 2.73089 -0.09 -0.02 0.06 0.000
H 5.40293 -4.60412 2.53895 -0.02 -0.01 0.01 0.000
H 6.86953 -4.19713 0.59508 0.01 0.00 -0.01 0.000
H 6.20484 -2.57909 -1.14753 0.01 0.00 -0.02 0.000
H 4.08543 -1.40217 -1.00187 -0.05 0.00 0.02 0.000
H 1.50019 -0.74181 4.01436 -0.03 -0.07 0.04 0.000
H 2.18944 1.26215 5.28158 -0.01 -0.01 0.02 0.000
H 3.27894 3.14289 4.12703 0.01 0.02 -0.02 0.000
H 3.80640 3.01478 1.72238 0.00 0.02 -0.02 0.001
H 3.34735 0.92726 0.48171 0.14 -0.07 0.05 0.010
H -1.18201 -2.07441 -1.88160 0.04 0.04 0.03 0.001
H -2.68449 -3.67500 -2.94685 0.02 0.00 -0.03 0.000
H -4.13051 -5.13248 -1.56968 -0.01 0.00 -0.03 0.000
H -4.10204 -4.93271 0.88890 0.01 0.00 0.02 0.000
H -2.63767 -3.30984 1.97977 0.00 0.04 0.00 0.000
H -3.08674 0.02375 1.02471 0.01 -0.01 -0.01 0.000
H -4.57015 0.82779 2.81281 -0.03 0.00 0.01 0.000
H -4.06275 0.31373 5.17712 0.00 0.01 0.01 0.000
H -2.07264 -1.01696 5.76098 0.02 -0.01 0.01 0.000
H -0.56008 -1.82053 3.99360 0.05 -0.01 0.00 0.000
N -0.96248 6.31963 -0.52733 0.01 0.12 -0.09 -0.002
C -0.85376 5.46803 0.23298 -0.05 -0.07 0.03 0.000
C -0.72072 4.29761 1.05065 0.08 -0.15 -0.03 0.000
C -1.11593 4.21983 2.38337 0.06 0.00 -0.12 0.014
C -0.93712 3.00526 3.02140 0.03 -0.09 -0.01 -0.001
C -0.41532 1.93013 2.32853 -0.08 -0.11 0.06 0.015
N -0.04329 1.98473 1.02918 -0.09 0.30 -0.03 0.016
C -0.18371 3.18233 0.42867 0.04 0.18 -0.04 0.014
H -1.53727 5.07766 2.89090 -0.01 0.01 0.02 0.001
H -1.21468 2.87590 4.05796 0.01 -0.02 0.02 0.000
H -0.30560 0.97927 2.81242 0.01 -0.07 0.13 0.001
H 0.15727 3.27613 -0.58733 -0.04 0.04 0.04 0.001